{
  "formula": "C7H14N2",
  "method": "ωB97M-V with the def2-TZVPD basis set",
  "e_homo_ev": -8.701,
  "relative_energy_kcal_mol": 21.4,
  "smiles": "Cc1c[nH]cn1.CCC",
  "symbols": ["C", "C", "C", "N", "C", "N", "H", "H", "H", "H", "H", "H", "C", "C", "C", "H", "H", "H", "H", "H", "H", "H", "H"],
  "xyz": [[-2.04, -1.13, -2.03], [-1.14, -1.64, -0.98], [-0.45, -2.81, -0.86], [0.05, -2.78, 0.44], [-0.45, -1.70, 1.06], [-1.03, -0.88, 0.19], [-2.86, -0.51, -1.68], [-2.49, -1.98, -2.56], [-1.55, -0.49, -2.77], [-0.12, -3.69, -1.38], [0.41, -3.54, 0.99], [-0.41, -1.48, 2.11], [2.21, 2.38, -0.12], [1.14, 1.61, 0.65], [0.00, 2.22, 1.46], [2.91, 1.74, -0.66], [1.72, 2.94, -0.92], [2.78, 3.02, 0.55], [1.66, 0.91, 1.31], [0.64, 0.96, -0.07], [-1.00, 1.95, 1.09], [0.12, 3.25, 1.80], [-0.11, 1.66, 2.39]]
}

***

{
  "formula": "C7H14N2",
  "method": "ωB97M-V with the def2-TZVPD basis set",
  "e_homo_ev": -8.413,
  "relative_energy_kcal_mol": 68.8,
  "symbols": ["C", "C", "N", "N", "H", "H", "H", "H", "H", "H", "C", "C", "C", "C", "C", "H", "H", "H", "H", "H", "H", "H", "H"],
  "xyz": [[-2.06, 1.37, -0.78], [-0.90, 0.99, -1.59], [0.60, 1.98, -0.96], [-0.41, 0.37, -2.48], [0.65, 2.99, -1.03], [0.93, 1.64, -0.05], [1.00, 1.39, -1.81], [-1.88, 1.12, 0.27], [-2.93, 0.83, -1.14], [-2.24, 2.44, -0.85], [1.64, -1.58, -0.49], [0.90, -0.99, 0.67], [-0.50, -1.41, 0.79], [1.46, -0.11, 1.50], [-1.19, -1.50, 1.93], [-0.98, -1.69, -0.15], [1.16, -1.29, -1.43], [2.68, -1.26, -0.51], [1.62, -2.67, -0.44], [2.50, 0.16, 1.41], [0.91, 0.34, 2.32], [-2.22, -1.84, 1.94], [-0.75, -1.27, 2.88]]
}

***

{
  "formula": "C7H14N2",
  "method": "ωB97M-V with the def2-TZVPD basis set",
  "e_homo_ev": -8.453,
  "relative_energy_kcal_mol": 74.2,
  "smiles": "C1NC[C@H]2CNC[C@H]1C2",
  "symbols": ["C", "N", "C", "C", "C", "N", "C", "C", "C", "H", "H", "H", "H", "H", "H", "H", "H", "H", "H", "H", "H", "H", "H"],
  "xyz": [[0.96, -0.73, 1.57], [-0.43, -1.29, 1.64], [-1.26, -1.24, 0.42], [-1.30, 0.13, -0.34], [-0.58, 0.26, -1.73], [0.69, 1.07, -1.73], [1.67, 0.89, -0.63], [0.88, 0.11, 0.36], [-0.42, 0.94, 0.62], [1.73, -1.51, 1.45], [1.09, -0.23, 2.55], [-0.90, -0.70, 2.40], [-2.26, -1.36, 0.92], [-1.05, -2.15, -0.20], [-2.28, 0.56, -0.43], [-0.43, -0.75, -2.09], [-1.26, 0.66, -2.45], [1.06, 0.99, -2.66], [2.04, 1.82, -0.22], [2.60, 0.35, -1.00], [0.61, -0.76, -0.30], [-0.84, 0.99, 1.62], [-0.32, 1.97, 0.22]]
}

***

{
  "formula": "C7H14N2",
  "method": "ωB97M-V with the def2-TZVPD basis set",
  "e_homo_ev": -7.325,
  "relative_energy_kcal_mol": 51.6,
  "symbols": ["C", "C", "C", "C", "C", "C", "N", "N", "C", "H", "H", "H", "H", "H", "H", "H", "H", "H", "H", "H", "H", "H", "H"],
  "xyz": [[2.04, -0.75, 0.85], [-2.10, 1.39, -0.95], [-1.11, -1.42, 1.22], [0.32, 0.94, -0.09], [1.03, -0.36, -0.20], [-0.96, 0.57, -0.43], [0.83, 2.08, 0.44], [1.49, -0.70, -1.52], [-0.90, -0.87, -0.17], [1.79, 2.33, 0.24], [0.21, 2.86, 0.61], [0.83, -0.41, -2.24], [1.69, -1.69, -1.63], [-1.36, -1.52, -0.93], [3.04, -0.35, 0.62], [1.76, -0.37, 1.83], [2.13, -1.84, 0.90], [-2.63, 1.94, -0.16], [-1.75, 2.13, -1.67], [-2.83, 0.76, -1.48], [-2.18, -1.48, 1.47], [-0.71, -2.44, 1.32], [-0.63, -0.80, 1.98]]
}

***

{
  "formula": "C7H14N2O",
  "method": "ωB97M-V with the def2-TZVPD basis set",
  "e_homo_ev": [-5.975, -5.938],
  "relative_energy_kcal_mol": 44.1,
  "symbols": ["C", "C", "C", "C", "C", "C", "C", "N", "N", "O", "H", "H", "H", "H", "H", "H", "H", "H", "H", "H", "H", "H", "H", "H"],
  "xyz": [[-0.41, 0.35, -1.14], [-1.77, 0.81, -1.57], [0.75, 0.53, -2.08], [0.91, -0.81, 2.16], [1.69, -1.59, -0.16], [-1.31, 0.23, 1.04], [0.85, -0.67, 0.66], [-1.21, 1.45, 1.59], [-0.22, -0.05, 0.12], [-2.20, -0.55, 1.26], [-1.91, 1.76, 2.24], [-0.44, 2.06, 1.36], [-2.54, 0.13, -1.23], [-2.01, 1.81, -1.18], [-1.81, 0.86, -2.65], [0.56, 1.39, -2.73], [1.65, 0.72, -1.51], [0.93, -0.33, -2.73], [0.93, 0.16, 2.66], [0.05, -1.38, 2.56], [1.81, -1.35, 2.44], [1.96, -2.46, 0.43], [1.12, -1.93, -1.03], [2.62, -1.14, -0.53]]
}

***

{
  "formula": "C7H14N2O2",
  "method": "ωB97M-V with the def2-TZVPD basis set",
  "e_homo_ev": -7.239,
  "relative_energy_kcal_mol": 79.8,
  "symbols": ["C", "C", "C", "C", "C", "C", "C", "N", "N", "O", "O", "H", "H", "H", "H", "H", "H", "H", "H", "H", "H", "H", "H", "H", "H"],
  "xyz": [[-1.42, -0.09, -2.64], [1.21, -0.92, 1.33], [-0.25, -1.42, 1.48], [0.14, 0.30, -0.39], [-0.80, 2.73, -0.05], [1.51, -1.55, -1.02], [0.18, 1.63, 0.43], [1.17, -0.51, -0.10], [-1.14, -0.54, 0.69], [-2.01, -0.84, -1.98], [-0.85, 0.57, -3.38], [1.62, 0.02, 1.98], [1.80, -1.85, 1.44], [-0.37, -2.41, 1.21], [-0.63, -1.40, 2.64], [-0.40, 3.17, -1.06], [-0.88, 3.43, 0.65], [-1.86, 2.36, -0.06], [2.54, -1.60, -1.30], [1.28, -2.70, -0.81], [1.07, -1.15, -1.93], [0.07, 1.58, 1.54], [1.32, 1.85, 0.37], [-1.62, -0.86, -0.12], [-1.67, 0.21, 1.08]]
}

***

Copy entry 5 word for word.
{
  "formula": "C7H14N2O",
  "method": "ωB97M-V with the def2-TZVPD basis set",
  "e_homo_ev": [-5.975, -5.938],
  "relative_energy_kcal_mol": 44.1,
  "symbols": ["C", "C", "C", "C", "C", "C", "C", "N", "N", "O", "H", "H", "H", "H", "H", "H", "H", "H", "H", "H", "H", "H", "H", "H"],
  "xyz": [[-0.41, 0.35, -1.14], [-1.77, 0.81, -1.57], [0.75, 0.53, -2.08], [0.91, -0.81, 2.16], [1.69, -1.59, -0.16], [-1.31, 0.23, 1.04], [0.85, -0.67, 0.66], [-1.21, 1.45, 1.59], [-0.22, -0.05, 0.12], [-2.20, -0.55, 1.26], [-1.91, 1.76, 2.24], [-0.44, 2.06, 1.36], [-2.54, 0.13, -1.23], [-2.01, 1.81, -1.18], [-1.81, 0.86, -2.65], [0.56, 1.39, -2.73], [1.65, 0.72, -1.51], [0.93, -0.33, -2.73], [0.93, 0.16, 2.66], [0.05, -1.38, 2.56], [1.81, -1.35, 2.44], [1.96, -2.46, 0.43], [1.12, -1.93, -1.03], [2.62, -1.14, -0.53]]
}